C43H43CsN12O2 | ωB97M-V with the def2-TZVPD basis set

Geometry as ORCA input:
```
! RIJCOSX wB97M-V def2-TZVPD def2/J DEFGRID3
* xyz -2 1
Cs 0.90 0.51 0.82
O 0.75 5.23 1.73
C 0.65 3.99 1.53
N 1.53 3.02 1.65
C 2.89 3.24 1.95
C 3.45 4.51 2.16
C 4.79 4.70 2.43
C 5.64 3.61 2.51
C 5.13 2.34 2.31
C 3.78 2.10 2.03
N 3.31 0.77 1.99
C 4.04 -0.18 1.44
O 5.12 -0.12 0.80
C 3.53 -1.63 1.64
C 4.49 -2.63 1.79
C 4.07 -3.94 1.99
C 2.72 -4.23 1.99
C 1.83 -3.18 1.79
N 2.23 -1.92 1.64
C -0.81 3.59 1.14
C -1.84 4.34 1.72
C -3.15 4.08 1.35
C -3.41 3.10 0.41
C -2.33 2.40 -0.11
N -1.08 2.63 0.25
H 2.78 5.35 2.11
H 5.17 5.71 2.59
H 6.70 3.74 2.73
H 5.78 1.48 2.35
H 5.53 -2.35 1.73
H 4.80 -4.73 2.13
H 2.34 -5.23 2.14
H 0.76 -3.36 1.75
H -1.57 5.11 2.42
H -3.96 4.65 1.80
H -4.42 2.87 0.09
H -2.48 1.60 -0.84
C -1.75 -6.71 4.19
C -1.82 -5.76 3.02
C -1.77 -6.19 1.71
C -1.82 -5.30 0.65
C -1.91 -3.90 0.83
N -1.85 -3.01 -0.18
C -2.27 -3.32 -1.43
C -3.43 -4.07 -1.74
C -3.90 -4.20 -3.04
C -3.25 -3.61 -4.12
C -3.80 -3.72 -5.52
C -2.09 -2.91 -3.85
C -1.61 -2.78 -2.56
N -0.38 -2.08 -2.37
C 0.68 -2.53 -1.67
C 1.68 -1.60 -1.80
C 1.11 -0.59 -2.60
N -0.13 -0.90 -2.95
C -1.96 -3.48 2.19
C -1.92 -4.38 3.24
N -2.05 -2.09 2.53
C -2.43 -1.04 1.76
C -2.47 0.07 2.58
C -2.08 -0.42 3.84
N -1.84 -1.72 3.81
H -1.85 -7.74 3.85
H -2.54 -6.53 4.91
H -0.80 -6.63 4.72
H -1.68 -7.25 1.50
H -1.76 -5.68 -0.36
H -3.98 -4.53 -0.93
H -4.81 -4.77 -3.20
H -4.57 -4.49 -5.58
H -3.02 -3.99 -6.24
H -4.24 -2.79 -5.86
H -1.52 -2.43 -4.64
H 0.62 -3.45 -1.12
H 2.66 -1.62 -1.35
H 1.53 0.36 -2.88
H -1.97 -3.99 4.24
H -2.58 -1.18 0.71
H -2.70 1.08 2.29
H -1.95 0.12 4.76
C -0.67 2.17 -3.29
N -0.36 3.55 -2.96
C -0.68 4.46 -4.05
C 0.82 3.76 -2.26
N 1.64 2.78 -2.09
N 1.01 5.07 -1.86
C 2.32 5.45 -1.37
C -0.09 5.88 -1.37
H -1.72 2.10 -3.59
H -0.50 1.54 -2.43
H -0.05 1.78 -4.11
H -0.09 4.24 -4.95
H -0.51 5.49 -3.76
H -1.74 4.34 -4.31
H 2.35 3.04 -1.41
H 2.49 5.17 -0.33
H 2.41 6.54 -1.45
H 3.09 5.00 -2.00
H -1.03 5.37 -1.54
H -0.11 6.85 -1.89
H 0.02 6.05 -0.29
*
```

The value obtained for the relative energy (zero: lowest compared OMol25 entry of this formula, charge and spin) is 12.14 kcal per mole. The HOMO energy comes out at -1.8 eV. The lowest unoccupied orbital energy comes out at 3.76 eV.



C43H44AuN5O2SSe2 | ωB97M-V with the def2-TZVPD basis set

Geometry as ORCA input:
```
! RIJCOSX wB97M-V def2-TZVPD def2/J DEFGRID3
* xyz 2 1
Au 0.43 -0.63 0.52
Se -1.50 -3.84 1.36
Se 0.10 -3.66 -0.28
C -0.97 -2.54 -1.45
C -1.83 -3.10 -2.38
C -2.64 -2.25 -3.12
C -2.53 -0.88 -2.92
C -1.63 -0.42 -1.98
N -0.88 -1.24 -1.24
C -0.65 -2.94 2.86
C -0.63 -3.63 4.07
C -0.05 -3.02 5.16
C 0.45 -1.73 5.01
C 0.35 -1.12 3.78
N -0.17 -1.72 2.71
H -1.86 -4.17 -2.51
H -3.36 -2.64 -3.82
H -3.12 -0.18 -3.49
H -1.52 0.64 -1.76
H -1.07 -4.62 4.13
H 0.01 -3.53 6.11
H 0.91 -1.20 5.83
H 0.70 -0.11 3.62
C 0.85 -3.58 -4.19
O 0.78 -2.19 -3.92
C 0.49 -1.34 -4.95
C 0.04 -1.77 -6.20
C -0.30 -0.86 -7.18
C -0.21 0.50 -6.94
C 0.22 0.94 -5.70
C 0.60 0.04 -4.70
N 0.95 0.56 -3.44
C 1.68 0.01 -2.48
C 2.66 -0.98 -2.61
C 3.44 -1.09 -3.79
C 4.49 -1.96 -3.86
C 4.78 -2.80 -2.77
C 4.03 -2.76 -1.64
C 2.93 -1.86 -1.49
O 2.17 -1.93 -0.49
H 1.19 -4.04 -3.26
H 1.56 -3.80 -4.99
H -0.14 -3.97 -4.46
H -0.06 -2.82 -6.40
H -0.64 -1.22 -8.14
H -0.47 1.21 -7.71
H 0.29 2.00 -5.50
H 0.52 1.46 -3.25
H 1.50 0.39 -1.47
H 3.23 -0.41 -4.61
H 5.11 -1.99 -4.74
H 5.61 -3.48 -2.85
H 4.23 -3.43 -0.81
C -3.60 3.16 -0.61
N -4.30 2.76 0.60
C -5.09 3.81 1.21
C -3.94 1.63 1.22
S -2.51 0.85 0.74
N -4.68 1.09 2.20
C -4.13 0.02 3.01
C -6.11 1.26 2.33
H -4.21 3.89 -1.14
H -3.44 2.29 -1.24
H -2.63 3.62 -0.38
H -4.54 4.75 1.14
H -5.25 3.60 2.27
H -6.04 3.93 0.71
H -3.06 0.18 3.17
H -4.27 -0.95 2.53
H -4.64 0.02 3.97
H -6.53 1.73 1.44
H -6.37 1.85 3.21
H -6.57 0.28 2.44
C 1.11 4.86 4.83
C 0.43 5.13 3.65
C 0.37 4.17 2.66
C 1.00 2.93 2.82
C 1.68 2.67 4.02
C 1.74 3.63 5.01
C 0.85 1.95 1.76
C 1.51 0.80 1.57
C 2.82 0.43 2.00
C 3.17 -0.90 2.32
C 4.44 -1.22 2.73
C 5.42 -0.24 2.81
C 5.11 1.07 2.46
C 3.84 1.41 2.06
H 1.15 5.61 5.61
H -0.05 6.08 3.51
H -0.16 4.38 1.74
H 2.15 1.71 4.18
H 2.27 3.43 5.93
H 0.01 2.18 1.10
H 2.42 -1.67 2.26
H 4.69 -2.24 2.98
H 6.41 -0.49 3.16
H 5.88 1.83 2.51
H 3.60 2.42 1.79
*
```

The value obtained for the relative energy (zero: lowest compared OMol25 entry of this formula, charge and spin) is 73.83 kcal per mole. The HOMO energy comes out at -12.3 eV. The lowest unoccupied orbital energy comes out at -7.84 eV.



C43H44BF9NO12 | ωB97M-V with the def2-TZVPD basis set

Geometry as ORCA input:
```
! RIJCOSX wB97M-V def2-TZVPD def2/J DEFGRID3
* xyz 1 1
C 1.12 -2.49 3.06
C 1.65 -3.05 1.94
N 1.04 -3.05 0.58
F 2.00 -3.73 -0.20
C 1.01 -1.66 0.02
C 2.20 -0.74 0.37
F 2.04 0.28 -0.55
F 2.19 -0.16 1.58
C 3.59 -1.29 0.09
C 4.55 -1.21 1.08
C 5.84 -1.64 0.87
C 6.23 -2.17 -0.35
C 5.26 -2.27 -1.31
C 5.56 -2.86 -2.68
F 4.61 -3.77 -2.98
F 5.63 -1.93 -3.63
F 6.73 -3.53 -2.68
C 3.98 -1.83 -1.11
C -0.39 -0.96 0.02
C -0.69 -0.04 1.23
C -0.37 1.47 0.99
C -1.21 2.09 -0.17
C -0.39 2.75 -1.32
O -0.98 2.35 -2.58
C 0.05 2.06 -3.46
O 0.17 2.67 -4.48
O -1.45 -1.81 -0.34
C -1.56 -3.06 0.30
C -2.63 -3.77 -0.58
C -2.25 -2.88 1.68
C -3.45 -1.96 1.82
C -4.00 -1.89 3.10
C -5.09 -1.10 3.35
C -5.69 -0.33 2.37
C -5.16 -0.38 1.10
C -5.75 0.42 -0.06
C -4.06 -1.19 0.86
C -0.21 -3.88 0.35
B -0.01 -4.41 -1.23
O -0.14 -3.49 -2.24
C 0.37 -5.88 -1.68
C 0.68 -5.98 -3.20
C -0.26 -5.12 1.23
F -0.52 -4.91 2.54
F 0.92 -5.79 1.22
F -1.19 -5.99 0.82
H 0.22 -2.83 3.58
H 1.69 -1.68 3.53
H 2.58 -3.60 2.07
H 1.20 -1.80 -1.06
H 4.35 -0.78 2.06
H 6.56 -1.54 1.67
H 7.25 -2.49 -0.53
H 3.26 -1.92 -1.93
H -0.30 -0.27 -0.83
H -1.76 -0.01 1.48
H -0.18 -0.30 2.16
H -0.72 1.95 1.91
H 0.71 1.69 0.96
H -1.90 1.32 -0.55
H -1.85 2.88 0.25
H -0.51 3.84 -1.22
H 0.67 2.52 -1.22
H 0.70 1.22 -3.14
H -2.66 -4.86 -0.47
H -2.56 -3.44 -1.62
H -3.64 -3.44 -0.29
H -2.58 -3.88 2.00
H -1.53 -2.59 2.47
H -3.57 -2.45 3.93
H -5.50 -1.07 4.36
H -6.57 0.27 2.57
H -5.07 1.20 -0.41
H -5.88 -0.28 -0.89
H -6.74 0.78 0.19
H -3.69 -1.22 -0.16
H -0.86 -3.72 -2.83
H 1.27 -6.26 -1.17
H -0.46 -6.57 -1.49
H 0.92 -7.00 -3.51
H 1.51 -5.30 -3.42
H -0.15 -5.63 -3.82
C 5.08 5.29 -0.17
C 3.85 4.84 0.10
C 3.54 3.37 0.14
O 2.40 3.03 0.41
C 4.60 2.43 -0.16
C 5.84 2.88 -0.44
C 6.16 4.35 -0.45
O 7.30 4.69 -0.68
O 6.84 2.06 -0.72
O 2.83 5.66 0.36
H 5.32 6.34 -0.20
H 4.36 1.38 -0.15
H 7.62 2.63 -0.87
H 2.06 5.10 0.52
C -4.77 7.35 1.27
C -3.51 6.93 1.14
C -3.08 6.08 -0.01
O -1.91 5.74 -0.09
C -4.08 5.69 -0.99
C -5.35 6.11 -0.86
C -5.77 6.98 0.28
O -6.93 7.34 0.34
O -6.30 5.77 -1.73
O -2.56 7.25 2.03
H -5.10 7.97 2.10
H -3.76 5.06 -1.81
H -7.11 6.20 -1.41
H -1.75 6.83 1.70
*
```

The HOMO energy comes out at -11.2 eV. The lowest unoccupied orbital energy comes out at -4.65 eV.



C43H44N3O5STa | ωB97M-V with the def2-TZVPD basis set

Geometry as ORCA input:
```
! RIJCOSX wB97M-V def2-TZVPD def2/J DEFGRID3
* xyz 0 1
Ta -0.54 0.26 1.69
N 1.47 0.64 5.98
C 0.52 0.43 5.03
S 0.68 1.46 3.61
N -0.37 -0.48 5.24
N -1.23 -0.58 4.17
C -2.39 -1.00 4.46
C -3.50 -1.00 3.48
C -4.64 -1.77 3.67
C -5.69 -1.72 2.78
C -5.62 -0.86 1.68
C -4.50 -0.06 1.49
C -3.45 -0.13 2.39
O -2.33 0.61 2.22
H 2.01 1.48 5.94
H 1.30 0.23 6.89
H -2.59 -1.32 5.48
H -4.68 -2.43 4.54
H -6.57 -2.34 2.93
H -6.43 -0.81 0.97
H -4.43 0.62 0.64
C 1.84 2.51 -3.86
C 1.50 1.05 -3.67
C 1.79 0.23 -4.91
O 2.23 0.51 -2.57
C 1.36 0.26 -1.47
C 0.03 0.89 -1.92
O 0.13 0.90 -3.33
C -1.28 0.21 -1.47
O -1.27 0.24 -0.05
C -1.49 -1.27 -1.85
C -2.46 -1.96 -1.12
C -2.74 -3.29 -1.37
C -2.04 -3.97 -2.36
C -1.09 -3.29 -3.10
C -0.82 -1.95 -2.85
C -2.43 1.08 -1.98
C -2.89 2.14 -1.22
C -3.92 2.95 -1.69
C -4.48 2.71 -2.94
C -4.01 1.66 -3.71
C -2.99 0.84 -3.23
C 1.99 0.82 -0.19
O 1.11 0.50 0.88
C 2.18 2.33 -0.26
C 1.28 3.22 0.31
C 1.47 4.60 0.23
C 2.58 5.10 -0.43
C 3.49 4.22 -1.01
C 3.30 2.85 -0.92
C 3.30 0.11 0.16
C 3.98 0.56 1.29
C 5.13 -0.09 1.73
C 5.61 -1.19 1.03
C 4.93 -1.64 -0.09
C 3.78 -0.99 -0.52
H 2.91 2.63 -4.05
H 1.57 3.08 -2.97
H 1.27 2.90 -4.71
H 2.79 0.45 -5.28
H 1.06 0.46 -5.69
H 1.74 -0.84 -4.67
H 1.20 -0.81 -1.32
H -0.04 1.92 -1.55
H -3.01 -1.44 -0.34
H -3.50 -3.80 -0.78
H -2.24 -5.02 -2.55
H -0.54 -3.81 -3.89
H -0.09 -1.44 -3.46
H -2.47 2.33 -0.24
H -4.28 3.78 -1.08
H -5.28 3.34 -3.30
H -4.44 1.46 -4.68
H -2.63 0.02 -3.84
H 0.41 2.86 0.84
H 0.76 5.27 0.69
H 2.74 6.17 -0.49
H 4.37 4.60 -1.52
H 4.02 2.17 -1.36
H 3.60 1.41 1.85
H 5.64 0.27 2.61
H 6.51 -1.70 1.36
H 5.30 -2.50 -0.64
H 3.27 -1.36 -1.41
C 1.07 -4.02 1.50
C 1.10 -2.50 1.63
C 1.93 -2.08 2.84
C -0.34 -1.97 1.69
H 2.08 -4.42 1.38
H 0.47 -4.34 0.65
H 0.64 -4.47 2.41
H 1.58 -2.10 0.74
H 1.39 -2.30 3.77
H 2.15 -1.00 2.83
H 2.89 -2.60 2.86
H -0.85 -2.35 2.57
H -0.90 -2.31 0.81
*
```

The value obtained for the relative energy (zero: lowest compared OMol25 entry of this formula, charge and spin) is 0.00 kcal per mole. The HOMO energy comes out at -8.1 eV. The lowest unoccupied orbital energy comes out at 0.49 eV.